Arrangement i

{"formula": "C10H15N2", "method": "ωB97M-V/def2-TZVPD", "elements": ["C", "C", "C", "C", "C", "C", "C", "C", "C", "C", "N", "N", "H", "H", "H", "H", "H", "H", "H", "H", "H", "H", "H", "H", "H", "H", "H"], "positions_angstrom": [[2.88727, -1.74886, 0.14373], [1.42038, -1.94385, 0.22806], [3.09678, -0.40032, -0.03689], [0.88168, -0.71880, 0.18608], [-2.20033, -1.57903, -0.26588], [-1.57134, -0.97903, 1.01917], [-1.44678, -0.39795, -1.00575], [1.72159, 1.66510, -0.10631], [0.29914, 1.99832, -0.53222], [-0.68446, -0.08791, 0.20408], [1.87162, 0.21422, 0.01959], [-0.58475, 1.36383, 0.45821], [3.59654, -2.54368, -0.14912], [0.91829, -2.83195, 0.16037], [3.99108, 0.28852, 0.00780], [-1.95188, -2.59569, -0.23584], [-3.26450, -1.48280, -0.51219], [-2.34448, -0.34549, 1.67309], [-1.16773, -1.85482, 1.62014], [-0.89600, -0.62780, -1.98849], [-2.17068, 0.40703, -1.32466], [2.41349, 2.06581, -0.94737], [1.95047, 2.13963, 0.77209], [0.34847, 3.15955, -0.49882], [-0.00348, 1.52046, -1.51359], [-0.00640, 1.47025, 1.37170], [-1.51455, 1.83928, 0.62334]], "mulliken_charge": [-0.886, -0.259, -0.325, -0.506, -0.553, -1.035, -0.990, -0.941, -0.299, 1.169, 0.072, 0.034, 0.345, 0.549, 0.354, 0.290, 0.308, 0.221, 0.280, 0.284, 0.386, 0.437, 0.424, 0.348, 0.328, 0.447, 0.518], "orbital_gap_ev": 8.83, "smiles": "c1cc2n(c1)CC[NH2+]C21CCC1", "charge": 1}

Arrangement ii

{"formula": "C10H15N2", "method": "ωB97M-V/def2-TZVPD", "elements": ["C", "C", "C", "C", "C", "C", "C", "C", "C", "C", "N", "N", "H", "H", "H", "H", "H", "H", "H", "H", "H", "H", "H", "H", "H", "H", "H"], "positions_angstrom": [[-2.89813, -1.25316, 0.25286], [-2.12580, -2.26810, -0.32907], [-2.46938, 0.03076, 0.50367], [-0.78471, -1.80702, -0.78545], [-1.18821, 0.52452, 0.03170], [-0.35558, -0.54989, -0.48450], [1.62149, 0.94690, -0.68013], [-1.30948, 2.75770, 1.04620], [1.92544, -1.37232, -1.01792], [1.44912, -0.30230, 1.17502], [-0.83459, 1.75674, 0.14966], [1.13687, -0.26740, -0.28274], [-3.82320, -1.55287, 0.72336], [-2.45449, -3.34386, -0.10688], [-3.09789, 0.75371, 0.98380], [-0.12888, -2.51674, -1.21786], [1.47721, 1.39249, -1.69912], [2.13265, 1.61150, 0.09052], [-0.74293, 2.78706, 1.92653], [-1.17708, 3.67291, 0.44923], [-2.42323, 2.66152, 1.14868], [1.71088, -2.30669, -0.51457], [1.57752, -1.46165, -1.98966], [2.95011, -1.10560, -1.04974], [2.49752, -0.16688, 1.38280], [0.76701, 0.48125, 1.65662], [1.02749, -1.30827, 1.51822]], "mulliken_charge": [-0.550, -0.682, -0.634, -0.223, 0.759, 0.414, -0.400, -0.882, -1.256, -0.900, -0.350, 0.358, 0.358, 0.320, 0.258, 0.495, 0.261, 0.196, 0.313, 0.314, 0.342, 0.482, 0.523, 0.363, 0.447, 0.310, 0.365], "orbital_gap_ev": [6.67, 8.00], "charge": 1}

Arrangement iii

{"formula": "C10H15N2", "method": "ωB97M-V/def2-TZVPD", "elements": ["C", "C", "C", "C", "C", "C", "C", "C", "C", "C", "N", "N", "H", "H", "H", "H", "H", "H", "H", "H", "H", "H", "H", "H", "H", "H", "H"], "positions_angstrom": [[-0.43682, -0.10384, 0.32265], [0.45806, -1.17100, 0.15592], [1.88976, -0.95212, 0.14922], [2.32066, 0.70340, -0.17845], [0.00283, 1.22107, 0.29513], [2.85064, -1.82040, 0.43664], [3.53923, 1.05964, -0.54947], [-0.92783, 2.36042, 0.51996], [-2.62293, -0.55897, -0.85726], [-1.90925, -0.40168, 0.48910], [1.26568, 1.55786, 0.02228], [0.03183, -2.42678, 0.04233], [3.88562, -1.53260, 0.44892], [2.64034, -2.84385, 0.70277], [3.79655, 2.09535, -0.70102], [4.31718, 0.34060, -0.71749], [-1.73089, 2.35542, -0.21711], [-0.41020, 3.31531, 0.45907], [-1.38682, 2.28912, 1.50653], [-2.59914, 0.36866, -1.42182], [-3.66385, -0.82474, -0.69141], [-2.16524, -1.33202, -1.47169], [-2.03844, -1.30909, 1.08262], [-2.38961, 0.39901, 1.04604], [1.48044, 2.54425, -0.09988], [-0.95065, -2.64816, 0.05904], [0.68792, -3.18296, -0.05496]], "mulliken_charge": [0.328, 1.073, 0.441, 0.579, 0.985, -1.431, -1.226, -1.590, -1.001, -1.578, -0.007, -0.314, 0.276, 0.299, 0.321, 0.235, 0.332, 0.356, 0.412, 0.302, 0.388, 0.330, 0.496, 0.354, 0.261, 0.199, 0.181], "orbital_gap_ev": 7.58, "smiles": "C=c1[nH]c(C)c(CC)c(=[NH2+])c1=C", "charge": 1}

Which of them is the most stable? Correct choice: arrangement iii.